{
  "formula": "C20H40O19S4",
  "method": "ωB97M-V/def2-TZVPD",
  "species": ["O", "S", "O", "O", "C", "C", "O", "H", "H", "H", "H", "O", "S", "O", "O", "C", "C", "O", "H", "H", "H", "H", "O", "S", "O", "O", "C", "C", "O", "H", "H", "H", "H", "O", "S", "O", "O", "C", "C", "O", "H", "H", "H", "H", "C", "C", "C", "O", "C", "H", "H", "H", "H", "H", "H", "H", "H", "C", "C", "C", "O", "C", "H", "H", "H", "H", "H", "H", "H", "H", "C", "C", "C", "O", "C", "H", "H", "H", "H", "H", "H", "H", "H"],
  "xyz": [[2.558, -4.905, 5.299], [1.787, -3.881, 4.580], [0.920, -4.369, 3.601], [1.117, -2.898, 5.660], [1.423, -1.508, 5.422], [2.784, -1.631, 4.700], [2.828, -2.780, 3.984], [0.734, -1.129, 4.668], [1.509, -0.882, 6.311], [3.595, -1.595, 5.428], [2.982, -0.748, 4.093], [6.184, -1.341, -0.046], [4.976, -2.156, -0.041], [3.909, -1.806, 0.956], [4.381, -2.138, -1.599], [4.597, -3.334, -2.325], [4.705, -4.390, -1.194], [5.268, -3.773, -0.104], [3.736, -3.502, -2.972], [5.509, -3.298, -2.921], [5.351, -5.230, -1.446], [3.669, -4.699, -1.058], [1.326, 5.864, -3.110], [2.061, 4.640, -2.904], [3.183, 4.361, -3.776], [2.522, 4.311, -1.289], [2.554, 2.929, -1.185], [1.173, 2.520, -1.690], [1.056, 3.311, -2.877], [3.287, 2.404, -1.796], [2.684, 2.785, -0.112], [0.377, 2.774, -0.989], [0.995, 1.482, -1.972], [-4.928, -0.882, -1.141], [-4.145, 0.329, -1.013], [-4.536, 1.309, 0.017], [-2.562, -0.043, -0.915], [-2.052, -0.180, -2.262], [-2.683, 0.955, -3.024], [-4.036, 1.031, -2.570], [-0.965, -0.159, -2.198], [-2.235, -1.100, -2.818], [-2.743, 0.696, -4.081], [-2.047, 1.833, -2.906], [-2.690, 6.562, -0.374], [-2.665, 5.670, 0.869], [-2.885, 4.315, 0.261], [-2.099, 4.371, -0.960], [-2.212, 5.686, -1.491], [-1.933, 7.345, -0.332], [-3.690, 6.983, -0.480], [-3.468, 5.918, 1.563], [-1.766, 5.623, 1.483], [-3.889, 4.035, -0.058], [-2.642, 3.529, 0.976], [-2.847, 5.656, -2.377], [-1.198, 5.961, -1.782], [1.070, 0.093, 1.379], [-0.050, 1.148, 1.377], [-1.000, 0.576, 2.388], [-0.694, -0.799, 2.436], [0.416, -1.218, 1.561], [1.675, 0.224, 2.276], [1.689, 0.024, 0.484], [-0.511, 1.094, 0.391], [0.392, 2.130, 1.549], [-2.023, 0.871, 2.153], [-0.732, 1.063, 3.326], [-0.122, -1.583, 0.686], [1.066, -1.984, 1.984], [-1.378, -3.602, -1.103], [-2.228, -4.067, -2.315], [-3.205, -5.026, -1.575], [-3.369, -4.543, -0.226], [-2.366, -3.484, 0.076], [-0.860, -2.643, -1.126], [-0.554, -4.273, -0.861], [-1.511, -4.497, -3.014], [-2.779, -3.278, -2.827], [-2.890, -6.063, -1.689], [-4.137, -4.855, -2.115], [-1.972, -3.667, 1.076], [-2.753, -2.467, 0.027]],
  "lowdin_charge": [-0.25, 0.65, -0.20, -0.18, -0.11, -0.25, -0.17, 0.11, 0.14, 0.13, 0.13, -0.24, 0.77, -0.27, -0.22, -0.17, -0.21, -0.18, 0.13, 0.13, 0.14, 0.13, -0.23, 0.75, -0.24, -0.18, -0.23, -0.18, -0.22, 0.13, 0.14, 0.10, 0.12, -0.24, 0.74, -0.25, -0.22, -0.18, -0.19, -0.18, 0.12, 0.11, 0.14, 0.12, -0.16, -0.16, -0.20, -0.16, -0.21, 0.11, 0.12, 0.11, 0.11, 0.11, 0.11, 0.12, 0.11, -0.18, -0.16, -0.22, -0.14, -0.15, 0.11, 0.11, 0.09, 0.12, 0.12, 0.12, 0.10, 0.11, -0.18, -0.14, -0.19, -0.14, -0.14, 0.07, 0.11, 0.10, 0.09, 0.11, 0.11, 0.12, 0.09],
  "fmax_ev_per_a": 5.118,
  "spin_multiplicity": 1,
  "total_charge": 0,
  "lumo_ev": -0.1,
  "gap_ev": 9.445
}



{
  "formula": "C20H41As3BrFeINOS",
  "method": "ωB97M-V/def2-TZVPD",
  "species": ["Fe", "C", "As", "C", "C", "C", "C", "C", "As", "C", "C", "C", "As", "C", "C", "H", "H", "H", "H", "H", "H", "H", "H", "H", "H", "H", "H", "H", "H", "H", "H", "H", "H", "H", "H", "H", "H", "H", "H", "H", "H", "H", "C", "C", "S", "O", "C", "C", "H", "H", "H", "H", "H", "H", "H", "H", "H", "H", "I", "Br", "C", "C", "C", "C", "N", "C", "H", "H", "H", "H"],
  "xyz": [[0.257, 0.081, 0.134], [3.902, 0.665, -1.032], [2.871, -0.442, 0.224], [3.984, -2.060, 0.032], [3.579, 0.429, 1.868], [3.178, -0.020, 3.291], [4.184, 0.658, 4.234], [1.781, 0.480, 3.688], [0.176, 0.080, 2.564], [-0.732, -1.409, 3.478], [-0.956, 1.472, 3.358], [3.280, -1.546, 3.383], [3.484, -2.728, 5.028], [4.091, -1.615, 6.538], [1.622, -2.821, 5.688], [4.975, 0.515, -0.894], [3.675, 1.723, -0.898], [3.646, 0.395, -2.059], [5.022, -1.819, 0.264], [3.934, -2.389, -1.008], [3.658, -2.884, 0.664], [3.319, 1.490, 1.752], [4.671, 0.361, 1.783], [4.324, 1.702, 3.960], [5.150, 0.159, 4.177], [3.835, 0.633, 5.261], [1.812, 1.578, 3.721], [1.545, 0.128, 4.700], [-0.907, -1.169, 4.528], [-0.189, -2.350, 3.408], [-1.699, -1.531, 2.982], [-0.809, 1.499, 4.442], [-2.005, 1.246, 3.155], [-0.726, 2.456, 2.949], [4.167, -1.832, 2.807], [2.412, -1.972, 2.855], [5.057, -1.152, 6.364], [4.201, -2.296, 7.382], [3.361, -0.858, 6.815], [1.003, -3.455, 5.055], [1.166, -1.838, 5.772], [1.649, -3.272, 6.678], [-4.952, 0.055, -1.620], [-4.661, -0.133, -0.146], [-3.134, 0.680, 0.500], [-1.972, -0.020, -0.156], [-3.234, 2.342, -0.314], [-2.723, 2.354, -1.741], [-5.698, -0.672, -1.938], [-4.052, -0.099, -2.213], [-5.354, 1.046, -1.821], [-4.525, -1.187, 0.103], [-5.461, 0.271, 0.474], [-2.607, 2.974, 0.315], [-4.264, 2.670, -0.212], [-2.054, 1.504, -1.892], [-2.146, 3.256, -1.926], [-3.521, 2.306, -2.474], [0.680, 2.496, -0.231], [-1.564, -4.897, -3.136], [-0.680, -4.169, -1.622], [-0.306, -4.991, -0.566], [0.334, -4.405, 0.516], [0.580, -3.045, 0.481], [0.217, -2.258, -0.531], [-0.410, -2.805, -1.562], [-0.503, -6.052, -0.596], [0.637, -4.994, 1.368], [1.105, -2.552, 1.293], [-0.695, -2.143, -2.368]],
  "lowdin_charge": [-0.05, -0.31, 1.07, -0.29, -0.34, -0.67, -0.06, -0.30, 1.08, -0.28, -0.29, -0.38, 1.15, -0.36, -0.36, 0.04, -0.01, 0.03, 0.04, 0.03, 0.01, 0.07, 0.09, 0.09, 0.09, 0.06, 0.09, 0.08, 0.04, 0.00, 0.03, 0.04, 0.00, 0.02, 0.04, 0.03, 0.01, 0.02, 0.02, 0.00, 0.00, 0.02, -0.13, -0.36, 0.93, -0.66, -0.36, -0.17, 0.09, 0.08, 0.07, 0.09, 0.09, 0.06, 0.09, 0.04, 0.06, 0.07, 0.36, 0.78, -0.65, -0.08, -0.03, -0.18, -0.01, -0.16, 0.11, 0.12, 0.05, 0.12],
  "fmax_ev_per_a": 1.868,
  "spin_multiplicity": 5,
  "total_charge": 1,
  "lumo_ev": [-2.4, -2.7],
  "gap_ev": [8.451, 8.160]
}